1.
Molecular formula: C3H3FN2O
Method: DFT, ωB97M-V with the def2-TZVPD basis set

Summary:
Maximum force   14.96 eV/Å
Frontier orbital gap (spin up / spin down)   8.45 / 9.30 eV
Energy relative to the best compared isomer or geometry (same formula, charge and spin)   174.49 kcal/mol
Total charge   0
Lowest unoccupied orbital energy (spin up / spin down)   -1.07 / -0.61 eV

```
10
Properties=species:S:1:pos:R:3:mulliken_charge:R:1
C 0.85 0.52 0.19 -0.672
C -0.67 0.81 -0.11 -0.207
C 0.78 -1.09 0.07 0.435
N -0.19 -1.80 0.52 -0.436
N -1.54 -0.04 0.15 0.299
O -2.69 -0.34 0.15 -0.480
F 2.02 -1.68 -0.03 -0.229
H 1.10 0.51 -0.97 0.216
H -0.84 1.80 -0.51 0.471
H 1.19 1.32 0.55 0.603
```

=====

2.
Molecular formula: C37H34GeN3RuS
Method: DFT, ωB97M-V with the def2-TZVPD basis set

Summary:
Maximum force   0.52 eV/Å
Frontier orbital gap   7.11 eV
Energy relative to the best compared isomer or geometry (same formula, charge and spin)   0.00 kcal/mol
Total charge   +1
Lowest unoccupied orbital energy   -3.17 eV

```
77
Properties=species:S:1:pos:R:3:mulliken_charge:R:1
Ru -0.43 -0.39 -0.25 -0.410
C -2.45 0.78 -3.88 -0.909
C -3.72 0.26 -3.65 -0.948
C -4.00 -0.35 -2.44 -0.345
C -3.00 -0.44 -1.47 0.422
C -1.70 0.01 -1.71 0.483
C -1.45 0.65 -2.93 0.365
C -3.23 -0.86 -0.09 0.893
C -4.43 -1.44 0.39 -1.099
C -4.57 -1.70 1.71 -0.868
C -3.55 -1.32 2.62 1.263
C -3.70 -1.46 4.02 -0.903
C -2.74 -0.99 4.87 -0.761
C -1.61 -0.33 4.35 -0.461
C -1.43 -0.21 2.99 -0.580
C -2.38 -0.73 2.10 0.081
N -2.21 -0.60 0.74 0.135
H -2.24 1.29 -4.81 0.502
H -4.49 0.36 -4.40 0.399
H -5.01 -0.70 -2.24 0.405
H -0.46 1.06 -3.13 0.416
H -5.22 -1.67 -0.31 0.428
H -5.47 -2.17 2.09 0.450
H -4.60 -1.94 4.40 0.411
H -2.86 -1.09 5.94 0.388
H -0.88 0.09 5.02 0.536
H -0.59 0.34 2.60 0.145
C -0.13 1.32 0.20 -0.734
Ge 1.74 1.38 0.89 2.118
C 1.78 2.33 2.58 0.341
C 2.30 1.72 3.73 -0.297
C 2.32 2.41 4.94 -0.666
C 1.83 3.70 5.01 -0.464
C 1.32 4.31 3.87 -0.717
C 1.29 3.63 2.66 -0.529
C 2.36 -0.47 1.05 -0.493
C 1.71 -1.42 1.84 0.737
C 2.17 -2.73 1.92 -0.842
C 3.30 -3.10 1.20 -0.603
C 3.96 -2.17 0.42 -0.662
C 3.50 -0.86 0.34 -0.399
C 2.81 2.30 -0.46 -0.154
C 3.84 3.14 -0.06 -0.676
C 4.63 3.78 -1.01 -0.648
C 4.40 3.58 -2.36 -0.510
C 3.37 2.74 -2.77 -0.640
C 2.58 2.10 -1.82 0.064
H -0.73 2.23 0.17 0.362
H 2.69 0.71 3.68 0.365
H 2.73 1.93 5.82 0.425
H 1.85 4.24 5.95 0.402
H 0.94 5.33 3.93 0.404
H 0.90 4.12 1.78 0.403
H 0.85 -1.14 2.45 0.331
H 1.66 -3.44 2.54 0.458
H 3.66 -4.12 1.26 0.397
H 4.85 -2.46 -0.13 0.416
H 4.02 -0.15 -0.28 0.381
H 4.03 3.32 0.99 0.377
H 5.43 4.44 -0.69 0.408
H 5.01 4.08 -3.10 0.385
H 3.18 2.58 -3.82 0.420
H 1.79 1.44 -2.14 0.128
C -2.44 -3.63 -3.45 -1.015
N -1.38 -3.16 -2.57 -0.029
C -0.31 -2.41 -2.82 0.165
S 0.77 -2.07 -1.49 -0.346
N 0.00 -1.93 -4.01 -0.014
C -0.73 -1.97 -5.28 -0.992
H -3.15 -4.18 -2.84 0.342
H -2.06 -4.32 -4.21 0.334
H -2.97 -2.81 -3.92 0.310
H -1.42 -3.46 -1.61 0.262
H 0.87 -1.42 -4.01 0.279
H -0.82 -2.98 -5.66 0.332
H -0.16 -1.39 -5.99 0.335
H -1.71 -1.51 -5.18 0.314
```

=====

3.
Molecular formula: C5H3FS
Method: DFT, ωB97M-V with the def2-TZVPD basis set

Summary:
Maximum force   6.31 eV/Å
Frontier orbital gap   7.38 eV
SMILES string   C#CC(=S)/C=C/F
Energy relative to the best compared isomer or geometry (same formula, charge and spin)   9.97 kcal/mol
Total charge   0
Lowest unoccupied orbital energy   -1.61 eV

```
10
Properties=species:S:1:pos:R:3:mulliken_charge:R:1
C -2.17 -1.72 -0.79 -0.071
C -1.11 -1.05 -0.64 -0.387
C 0.19 -0.55 -0.38 0.201
S 1.57 -1.54 -0.54 -0.218
C 0.25 0.70 0.39 -0.222
C 1.39 1.43 0.54 -0.105
F 1.31 2.64 1.15 -0.222
H -3.16 -2.12 -0.75 0.421
H -0.68 1.14 0.78 0.307
H 2.41 1.05 0.23 0.297
```

=====

4.
Molecular formula: C49H49N5P2S2SiTc
Method: DFT, ωB97M-V with the def2-TZVPD basis set

Summary:
Maximum force   2.11 eV/Å
Frontier orbital gap (spin up / spin down)   5.62 / 5.94 eV
Energy relative to the best compared isomer or geometry (same formula, charge and spin)   101.11 kcal/mol
Spin multiplicity   4
Total charge   0
Lowest unoccupied orbital energy (spin up / spin down)   -1.11 / -0.74 eV

```
109
Properties=species:S:1:pos:R:3:mulliken_charge:R:1
Tc 0.37 -1.56 1.18 0.711
S -0.53 1.86 2.49 -0.516
P -0.29 2.33 0.60 2.145
C -0.41 1.12 -0.70 -0.331
P -1.94 0.29 -0.87 0.964
S -2.78 -0.76 0.58 -0.720
C -1.29 -0.70 -2.31 2.419
C 0.94 -1.71 -2.89 0.173
C 0.51 -2.34 -4.03 -0.599
C -0.77 -2.77 -4.42 -1.075
C -1.98 -2.67 -3.70 -0.990
C -2.21 -1.83 -2.66 -0.617
C -3.17 1.42 -1.59 0.289
C -2.75 2.52 -2.35 0.472
C -3.69 3.39 -2.88 -1.189
C -5.04 3.18 -2.66 -0.653
C -5.46 2.10 -1.90 -0.882
C -4.53 1.22 -1.37 -0.813
C -1.56 3.62 0.30 0.333
C -2.87 3.33 0.68 -0.319
C -3.86 4.29 0.59 -0.780
C -3.56 5.57 0.15 -0.609
C -2.25 5.88 -0.19 -0.900
C -1.25 4.92 -0.11 -0.257
C 1.30 3.18 0.28 0.246
C 2.26 3.23 1.29 -0.869
C 3.50 3.80 1.05 -0.568
C 3.78 4.35 -0.20 -0.896
C 2.81 4.34 -1.19 -0.817
C 1.58 3.75 -0.96 -0.015
H 2.01 -1.64 -2.75 -0.002
H 1.31 -2.63 -4.71 0.466
H -0.81 -3.36 -5.33 0.404
H -2.78 -3.35 -3.99 0.479
H -3.13 -1.92 -2.08 0.453
H -1.69 2.68 -2.49 0.415
H -3.36 4.25 -3.46 0.452
H -5.77 3.87 -3.07 0.424
H -6.52 1.94 -1.71 0.410
H -4.84 0.39 -0.75 0.395
H -3.10 2.35 1.07 0.255
H -4.87 4.04 0.89 0.436
H -4.33 6.33 0.09 0.397
H -1.99 6.89 -0.50 0.442
H -0.24 5.19 -0.36 0.405
H 2.00 2.83 2.26 0.393
H 4.25 3.82 1.83 0.459
H 4.75 4.80 -0.39 0.403
H 3.02 4.78 -2.16 0.425
H 0.84 3.71 -1.75 0.374
C 7.23 -0.38 0.55 -1.592
C 5.73 -0.42 0.41 0.607
C 5.11 -0.51 -0.83 -1.813
C 3.74 -0.55 -0.94 -0.196
C 2.88 -0.44 0.17 1.206
N 1.50 -0.36 0.10 1.768
C 0.75 0.14 -1.09 -0.139
C 1.53 0.93 -2.11 -1.162
C 1.12 1.22 -3.34 -1.835
C -0.16 0.93 -3.98 1.941
C -0.33 1.59 -5.33 -2.299
C -1.18 0.21 -3.51 -1.784
C 0.10 -1.15 -1.78 0.068
N -0.07 -2.15 -0.70 0.230
C -0.35 -3.39 -1.09 0.642
C -0.76 -4.42 -0.26 -2.140
C -0.97 -4.27 1.10 0.269
N -0.60 -3.22 1.79 0.062
C 3.53 -0.44 1.43 -0.546
C 4.91 -0.42 1.53 -0.624
N 2.80 -0.40 2.65 0.053
C 3.25 0.15 3.80 -0.094
C 2.27 0.00 4.75 -1.295
C 1.23 -0.66 4.08 -0.419
N 1.56 -0.89 2.81 -0.002
H 7.70 -0.20 -0.42 0.386
H 7.61 -1.32 0.95 0.322
H 7.54 0.42 1.23 0.368
H 5.72 -0.57 -1.73 0.390
H 3.32 -0.66 -1.92 0.226
H 2.46 1.37 -1.77 1.177
H 1.78 1.85 -3.94 0.394
H 0.02 2.63 -5.32 0.450
H -1.37 1.58 -5.66 0.430
H 0.27 1.05 -6.08 0.398
H -2.08 0.20 -4.11 0.123
H -0.28 -3.63 -2.14 0.391
H -1.02 -5.36 -0.73 0.400
H -1.50 -5.06 1.62 0.250
H 5.38 -0.45 2.50 0.584
H 4.19 0.65 3.86 0.424
H 2.28 0.34 5.77 0.425
H 0.26 -0.88 4.47 0.711
C -3.35 -5.22 3.74 -1.096
Si -1.63 -4.58 4.19 0.122
C -0.32 -5.93 4.14 -1.038
C -1.70 -3.85 5.93 -1.167
C -1.09 -3.06 3.16 0.383
H -3.80 -5.72 4.60 0.359
H -3.33 -5.94 2.92 0.355
H -4.00 -4.40 3.45 0.355
H -0.53 -6.69 4.90 0.370
H 0.67 -5.51 4.36 0.330
H -0.26 -6.43 3.18 0.368
H -2.00 -4.60 6.67 0.359
H -2.41 -3.03 5.99 0.347
H -0.72 -3.46 6.23 0.303
H -0.29 -2.61 3.75 -0.606
H -1.93 -2.35 3.14 0.279
```